1.
Density functional theory data (ωB97M-V/def2-TZVPD) for an isolated molecule of C7H7N at a distorted geometry.

* SMILES string: C1=C2C3=N[C@@H]3C[C@H]2C1
* E_HOMO: -8.219 eV
* energy above the lowest of the compared OMol25 structures with the same formula, charge and spin: 123.2 kcal/mol
* LUMO level: 0.3 eV

XYZ file:
```
15
Properties=species:S:1:pos:R:3:forces:R:3:mulliken_charge:R:1
C 0.895 -1.482 0.437 -1.412 0.410 -1.186 -0.541
C -0.227 -1.124 -0.248 -0.523 -0.482 2.034 -0.007
C -1.714 -0.869 -0.008 3.660 0.980 0.210 0.310
N -2.596 -0.036 -0.329 -1.729 -0.542 -1.566 -0.589
C -1.589 0.540 0.538 -2.164 -0.402 2.723 -0.008
C -0.459 1.285 -0.062 0.323 0.960 -1.284 -0.945
C 0.360 0.165 -0.759 1.448 -0.107 -0.990 0.298
C 1.735 -0.329 -0.132 -3.396 -3.484 -2.047 -0.966
H 1.128 -2.298 1.071 0.172 -0.639 0.542 0.450
H -1.965 0.709 1.590 0.831 0.085 -1.222 0.346
H 0.081 1.700 0.771 0.606 0.121 0.297 0.253
H -0.778 2.190 -0.660 0.360 -1.174 0.208 0.349
H 0.592 0.051 -1.835 -1.119 1.155 0.099 0.378
H 2.178 0.301 0.493 1.969 2.569 2.671 0.406
H 2.358 -0.801 -0.866 0.974 0.550 -0.490 0.266
```
Positions in Å, forces in eV/Å.



2.
Density functional theory data (ωB97M-V/def2-TZVPD) for the ion C4H11N2 with charge +1 at a distorted geometry.

* SMILES string: CC/C([NH3+])=C/N
* E_HOMO: -12.724 eV
* energy above the lowest of the compared OMol25 structures with the same formula, charge and spin: 67.8 kcal/mol
* LUMO level: -3.8 eV
* total charge: +1

XYZ file:
```
17
Properties=species:S:1:pos:R:3:forces:R:3:mulliken_charge:R:1
C 1.610 -1.368 0.342 5.273 2.496 -2.251 -1.224
C 1.402 0.246 0.081 0.583 -0.804 0.092 -0.411
C -0.149 0.337 -0.047 3.117 0.495 -1.062 -0.172
N -0.789 -0.014 1.182 -0.942 1.053 2.496 -0.203
C -0.784 0.731 -1.159 0.672 1.744 -0.747 -0.058
N -2.131 0.959 -1.291 -0.677 0.128 -0.803 -0.452
H 0.717 -1.825 0.288 -3.074 -1.835 -0.117 0.469
H 2.192 -1.650 1.232 -0.442 0.443 -0.103 0.337
H 2.251 -1.776 -0.526 -1.106 0.482 1.250 0.286
H 2.026 0.752 0.919 -1.998 -0.297 -0.821 0.269
H 1.863 0.794 -0.836 -0.733 -1.796 1.203 0.345
H -0.457 -0.873 1.691 0.256 0.831 -0.815 0.397
H -0.566 0.846 1.824 -1.073 -1.992 -0.801 0.415
H -1.807 -0.191 1.076 0.571 0.660 0.350 0.321
H -0.113 1.103 -2.005 -1.086 -0.669 1.281 0.293
H -2.716 0.359 -0.707 -0.298 0.860 -0.932 0.139
H -2.548 1.571 -2.065 0.959 -1.798 1.782 0.250
```
Positions in Å, forces in eV/Å.



3.
Density functional theory data (ωB97M-V/def2-TZVPD) for a structure of composition C29H52CoN4OPS3Si2.

* E_HOMO (spin up / spin down): -7.776 / -7.776 eV
* energy above the lowest of the compared OMol25 structures with the same formula, charge and spin: 0.0 kcal/mol
* LUMO level (spin up / spin down): 0.2 / 0.2 eV

XYZ file:
```
93
Properties=species:S:1:pos:R:3:forces:R:3:mulliken_charge:R:1
Co -1.608 -0.822 -0.297 0.524 -0.124 0.105 0.018
C -2.811 -4.782 1.739 0.006 0.016 0.007 -0.756
C -1.788 -4.737 0.607 -0.139 0.044 -0.077 -0.863
S -0.904 -3.208 0.204 0.289 0.341 0.176 0.260
C -0.167 -2.789 1.790 0.092 0.125 0.003 0.055
C -1.072 -2.045 2.771 -0.011 0.061 0.120 -1.121
S -2.007 -0.657 2.055 -0.195 -0.115 -0.353 0.239
C -3.781 -1.073 2.295 0.040 -0.042 0.153 -0.428
C -4.169 -2.462 2.795 0.010 0.024 -0.103 -1.089
S -4.290 -3.758 1.525 0.053 -0.064 0.075 -0.052
H -2.354 -4.588 2.709 0.023 0.033 -0.002 0.342
H -3.167 -5.813 1.782 0.002 -0.005 0.025 0.500
H -2.256 -5.035 -0.332 -0.046 0.052 0.001 0.408
H -1.000 -5.465 0.818 -0.039 -0.041 -0.014 0.479
H 0.662 -2.139 1.514 0.042 -0.033 0.021 -1.296
H 0.238 -3.686 2.266 0.001 0.003 -0.023 1.020
H -0.462 -1.630 3.577 0.034 -0.023 -0.036 0.556
H -1.781 -2.718 3.237 0.058 -0.004 -0.008 0.306
H -4.243 -0.911 1.322 -0.002 0.029 0.001 0.063
H -4.155 -0.320 2.990 -0.014 -0.056 0.049 0.590
H -5.178 -2.376 3.199 -0.024 -0.001 -0.041 0.514
H -3.557 -2.818 3.624 -0.073 0.024 0.039 0.557
C -1.887 2.494 0.357 0.154 -0.041 0.033 -0.676
Si -2.331 1.203 -0.959 -0.065 0.051 0.140 1.390
C -4.185 1.425 -1.199 0.003 0.074 -0.046 -1.408
C -1.538 1.713 -2.600 -0.013 -0.007 -0.004 -0.215
C -1.662 2.973 -3.191 0.010 0.018 -0.020 -0.406
C -1.134 3.220 -4.449 0.022 -0.020 -0.026 -0.772
C -0.466 2.206 -5.131 -0.060 -0.034 -0.032 -0.715
C -0.341 0.951 -4.555 -0.057 -0.001 -0.061 -0.840
C -0.876 0.689 -3.289 -0.058 -0.044 -0.044 0.413
Si -1.005 -1.016 -2.476 -0.008 -0.019 0.000 1.186
C -2.125 -2.040 -3.589 0.002 0.026 -0.054 -1.404
C 0.684 -1.872 -2.576 0.039 0.114 0.038 -0.238
H -1.978 3.511 -0.038 -0.003 0.000 -0.005 0.495
H -0.866 2.349 0.716 -0.101 0.102 0.010 -0.354
H -2.564 2.406 1.211 -0.002 -0.009 0.012 0.309
H -4.388 2.464 -1.483 0.006 0.007 0.018 0.410
H -4.739 1.207 -0.283 0.003 -0.014 0.000 0.300
H -4.568 0.766 -1.976 -0.014 0.011 -0.003 0.344
H -2.188 3.769 -2.672 0.006 0.003 0.003 0.392
H -1.242 4.198 -4.903 0.004 0.002 -0.002 0.387
H -0.054 2.398 -6.115 -0.003 0.001 -0.004 0.390
H 0.159 0.162 -5.109 0.013 0.000 0.006 0.380
H -1.728 -2.053 -4.609 0.023 -0.005 0.001 0.412
H -3.137 -1.638 -3.609 0.003 -0.011 -0.023 0.319
H -2.189 -3.072 -3.234 -0.018 0.013 0.018 0.316
H 1.207 -1.586 -3.494 0.013 -0.012 0.015 0.433
H 0.575 -2.958 -2.568 -0.004 -0.004 0.016 0.489
H 1.296 -1.588 -1.718 0.019 -0.030 -0.056 -0.824
N -4.312 -1.784 -1.130 -0.030 0.052 -0.009 -0.830
C -3.263 -1.398 -0.823 -0.092 -0.114 0.018 0.094
O 0.448 -0.044 0.333 -0.485 -0.311 -0.071 1.560
P 1.712 0.722 0.558 0.461 -0.009 -0.033 -2.488
N 3.028 -0.227 0.969 -0.187 -0.085 -0.097 0.253
C 3.087 -0.682 2.375 0.031 0.006 -0.103 -0.086
C 4.029 -1.881 2.341 0.020 -0.011 -0.011 -0.833
C 3.784 -2.479 0.958 0.006 -0.006 0.000 -0.631
C 3.639 -1.239 0.083 -0.042 -0.030 0.080 -0.338
N 1.570 1.737 1.839 -0.126 0.261 -0.072 0.852
C 0.632 1.577 2.962 -0.081 -0.021 -0.025 0.315
C 1.188 2.516 4.036 0.000 0.004 0.028 -0.671
C 1.945 3.572 3.232 -0.001 -0.012 0.017 -0.881
C 2.605 2.730 2.150 -0.021 -0.017 0.015 -0.665
N 2.255 1.681 -0.670 -0.239 -0.167 -0.024 -0.116
C 3.066 1.195 -1.804 0.025 0.057 0.084 0.030
C 3.187 2.430 -2.684 -0.029 0.012 0.014 -0.895
C 1.801 3.053 -2.562 -0.017 0.000 0.005 -0.118
C 1.428 2.839 -1.096 0.012 -0.052 0.009 0.445
H 2.100 -0.984 2.746 -0.006 -0.031 -0.024 -0.143
H 3.450 0.114 3.027 0.003 -0.010 0.010 0.218
H 3.840 -2.574 3.160 0.000 -0.007 -0.011 0.390
H 5.064 -1.541 2.419 0.005 0.001 0.001 0.367
H 2.857 -3.060 0.943 0.003 0.036 0.021 0.127
H 4.593 -3.126 0.621 -0.013 -0.020 0.001 0.486
H 3.033 -1.430 -0.801 -0.009 0.027 0.010 0.133
H 4.620 -0.890 -0.253 0.014 -0.041 0.012 0.364
H 0.599 0.542 3.312 -0.032 0.003 0.000 -0.504
H -0.383 1.856 2.673 0.091 -0.023 -0.024 0.157
H 1.889 1.978 4.679 -0.001 0.000 0.011 0.286
H 0.401 2.925 4.666 0.000 0.007 -0.002 0.424
H 2.666 4.132 3.827 0.000 0.002 0.002 0.417
H 1.247 4.278 2.777 0.000 -0.013 0.003 0.278
H 3.515 2.250 2.534 0.013 -0.001 -0.001 0.359
H 2.882 3.292 1.261 -0.013 0.014 -0.006 0.334
H 2.559 0.388 -2.349 0.025 0.038 0.025 -0.076
H 4.034 0.841 -1.456 -0.010 -0.024 0.011 0.151
H 3.452 2.175 -3.709 0.008 0.006 -0.013 0.438
H 3.954 3.097 -2.282 0.006 -0.006 0.000 0.349
H 1.101 2.513 -3.200 0.076 0.067 0.100 -0.439
H 1.771 4.105 -2.841 -0.001 -0.005 -0.002 0.505
H 0.361 2.648 -0.982 0.100 -0.004 -0.023 -0.877
H 1.687 3.709 -0.485 -0.011 0.012 0.029 0.443
```
Positions in Å, forces in eV/Å.



Q: Which of these has the lowest energy above the lowest of the compared OMol25 structures with the same formula, charge and spin?
A: C29H52CoN4OPS3Si2



Q: Look up the energy above the lowest of the compared OMol25 structures with the same formula, charge and spin of the third one.
A: 0.0 kcal/mol



Q: energy above the lowest of the compared OMol25 structures with the same formula, charge and spin of number 1 (C7H7N)?
A: 123.2 kcal/mol



Q: Which formula does entry 2 have?
A: C4H11N2